No. 1
{
  "formula": "C33H41CuN5O2PS",
  "method": "ωB97M-V/def2-TZVPD",
  "molar_mass_g_mol": 666.31,
  "charge": 1,
  "de_lowest_ev": 0.0000,
  "spin_multiplicity": 2,
  "s_squared": 0.79,
  "lumo_energy_ev": [-2.26, -4.27],
  "e_homo_ha": [-0.37493, -0.37962],
  "orbital_gap_ha": [0.2918, 0.2227],
  "energy_ha": -4086.2551,
  "symbols": ["Cu", "C", "C", "C", "P", "C", "C", "C", "C", "C", "C", "C", "C", "C", "C", "N", "C", "C", "C", "C", "C", "C", "C", "C", "C", "H", "H", "H", "H", "H", "H", "H", "H", "H", "H", "H", "H", "H", "H", "H", "H", "H", "H", "H", "H", "H", "H", "H", "H", "H", "H", "H", "H", "H", "H", "H", "S", "C", "N", "C", "C", "C", "N", "H", "H", "H", "H", "O", "C", "N", "C", "O", "C", "C", "C", "N", "C", "C", "H", "H", "H", "H", "H", "H"],
  "xyz": [[1.16, 0.09, -0.22], [0.78, 1.65, 4.00], [0.57, 0.20, 3.56], [-0.90, -0.05, 3.24], [1.62, -0.23, 2.10], [3.36, -0.14, 2.71], [4.25, -1.14, 1.98], [3.90, 1.28, 2.47], [1.27, -2.04, 2.01], [1.58, -2.89, 3.05], [1.25, -4.25, 3.03], [1.61, -5.15, 4.17], [0.57, -4.75, 1.91], [0.24, -3.94, 0.86], [0.58, -2.56, 0.87], [0.36, -1.75, -0.19], [-0.54, -2.16, -1.21], [-1.89, -2.38, -0.92], [-2.47, -2.21, 0.46], [-2.74, -2.71, -1.97], [-2.28, -2.85, -3.28], [-3.22, -3.22, -4.39], [-0.93, -2.63, -3.52], [-0.04, -2.27, -2.51], [1.40, -2.04, -2.85], [0.06, 1.91, 4.77], [0.63, 2.34, 3.16], [1.78, 1.82, 4.40], [0.88, -0.47, 4.37], [-1.22, 0.53, 2.38], [-1.52, 0.24, 4.09], [-1.10, -1.11, 3.04], [3.36, -0.35, 3.79], [4.12, -1.07, 0.90], [4.05, -2.17, 2.27], [5.30, -0.93, 2.20], [3.97, 1.48, 1.40], [4.90, 1.36, 2.89], [3.29, 2.06, 2.92], [2.09, -2.51, 3.92], [2.17, -4.62, 4.94], [2.22, -5.99, 3.82], [0.71, -5.58, 4.63], [0.32, -5.80, 1.87], [-0.26, -4.34, -0.01], [-1.93, -1.47, 1.04], [-2.46, -3.14, 1.03], [-3.52, -1.90, 0.38], [-3.79, -2.86, -1.76], [-3.99, -3.89, -4.04], [-2.69, -3.69, -5.21], [-3.71, -2.33, -4.79], [-0.54, -2.74, -4.53], [1.70, -2.70, -3.66], [2.06, -2.23, -2.00], [1.56, -1.01, -3.18], [1.90, 1.93, -3.77], [0.64, 3.02, -3.83], [0.90, 4.29, -4.29], [-0.02, 5.27, -4.39], [-1.30, 5.00, -4.04], [-1.55, 3.68, -3.61], [-0.65, 2.74, -3.48], [1.86, 4.45, -4.57], [0.33, 6.22, -4.76], [-2.07, 5.75, -4.07], [-2.56, 3.40, -3.35], [3.82, 0.88, -1.32], [2.71, 0.74, -1.18], [-4.22, 4.86, 0.26], [-3.16, 4.85, -0.58], [-2.99, 5.67, -1.46], [-2.19, 3.72, -0.38], [-0.84, 4.00, -0.17], [0.05, 2.94, -0.09], [-0.33, 1.67, -0.24], [-1.61, 1.41, -0.47], [-2.58, 2.40, -0.52], [-4.89, 5.61, 0.19], [-4.29, 4.21, 1.03], [-0.49, 5.01, -0.08], [1.10, 3.11, 0.09], [-1.87, 0.37, -0.62], [-3.62, 2.13, -0.69]]
}


No. 2
{
  "formula": "C24H26N2O7SSc",
  "method": "ωB97M-V/def2-TZVPD",
  "molar_mass_g_mol": 531.50,
  "charge": 1,
  "de_lowest_ev": 0.7753,
  "lumo_energy_ev": -2.79,
  "e_homo_ha": -0.40959,
  "orbital_gap_ha": 0.3069,
  "energy_ha": -2725.2168,
  "symbols": ["Sc", "C", "O", "C", "C", "C", "C", "C", "C", "O", "C", "O", "C", "H", "H", "H", "H", "H", "H", "H", "H", "H", "C", "C", "C", "C", "C", "C", "C", "S", "O", "O", "N", "C", "C", "C", "O", "O", "H", "H", "H", "H", "H", "H", "H", "H", "H", "H", "H", "H", "C", "C", "C", "N", "C", "C", "H", "H", "H", "H", "H"],
  "xyz": [[-0.61, -1.35, 1.04], [3.05, 4.42, 3.17], [3.73, 3.66, 2.13], [3.28, 2.47, 1.66], [4.16, 1.69, 0.93], [3.91, 0.41, 0.63], [2.59, -0.20, 0.90], [2.41, -1.59, 0.81], [3.55, -2.53, 0.59], [1.27, -2.14, 0.92], [1.56, 0.72, 1.43], [0.37, 0.28, 1.71], [2.01, 2.04, 1.84], [3.70, 5.23, 3.44], [2.89, 3.78, 4.07], [2.10, 4.77, 2.84], [5.13, 2.13, 0.76], [4.66, -0.16, 0.04], [3.59, -3.03, 1.56], [4.50, -1.99, 0.43], [3.17, -3.22, -0.17], [1.22, 2.67, 2.29], [-1.38, 4.20, -5.64], [-1.35, 2.92, -4.80], [-1.76, 2.91, -3.43], [-1.64, 1.74, -2.69], [-1.03, 0.64, -3.33], [-0.61, 0.71, -4.62], [-0.72, 1.82, -5.41], [-0.89, -0.90, -2.50], [-1.01, -0.46, -1.07], [0.32, -1.63, -2.86], [-2.25, -1.79, -2.88], [-3.51, -1.46, -2.17], [-3.85, -2.22, -0.90], [-2.74, -2.14, 0.14], [-1.84, -2.97, 0.33], [-2.72, -1.07, 0.87], [-0.90, 4.16, -6.62], [-0.91, 5.01, -5.01], [-2.36, 4.53, -5.81], [-2.17, 3.83, -3.01], [-1.89, 1.67, -1.67], [-0.02, -0.19, -5.00], [-0.34, 1.90, -6.37], [-2.20, -2.66, -3.40], [-4.34, -1.44, -2.86], [-3.33, -0.38, -1.86], [-4.03, -3.23, -1.22], [-4.74, -1.72, -0.37], [-0.78, -3.25, 5.68], [0.37, -2.70, 5.23], [0.42, -2.05, 3.96], [-0.69, -1.95, 3.27], [-1.79, -2.51, 3.73], [-1.88, -3.20, 4.91], [-0.79, -3.88, 6.56], [1.24, -2.76, 5.91], [1.34, -1.59, 3.60], [-2.72, -2.25, 3.15], [-2.79, -3.74, 5.18]]
}


No. 3
{
  "formula": "C3H8NOS",
  "method": "ωB97M-V/def2-TZVPD",
  "molar_mass_g_mol": 106.17,
  "charge": 1,
  "de_lowest_ev": 3.7882,
  "lumo_energy_ev": -5.81,
  "e_homo_ha": -0.49084,
  "orbital_gap_ha": 0.2774,
  "energy_ha": -646.8852,
  "symbols": ["C", "C", "C", "N", "O", "S", "H", "H", "H", "H", "H", "H", "H", "H"],
  "xyz": [[1.12, 0.87, -2.05], [-0.49, -0.01, 1.19], [0.43, -1.15, 0.80], [-1.73, -0.01, 0.64], [1.17, 1.58, -1.02], [0.51, 1.65, 0.49], [1.71, 1.11, -2.97], [0.43, -0.06, -2.29], [-0.54, 0.20, 2.22], [0.51, -1.11, -0.20], [-0.10, -2.13, 1.12], [1.32, -0.88, 1.21], [-2.43, 0.60, 1.06], [-1.90, -0.66, -0.18]]
}


No. 4
{
  "formula": "C12H14BN7O4",
  "method": "ωB97M-V/def2-TZVPD",
  "molar_mass_g_mol": 331.10,
  "charge": 0,
  "de_lowest_ev": 0.0000,
  "lumo_energy_ev": -2.06,
  "e_homo_ha": -0.25783,
  "orbital_gap_ha": 0.1821,
  "energy_ha": -1174.4691,
  "symbols": ["C", "C", "N", "B", "H", "C", "C", "C", "C", "C", "H", "H", "H", "H", "H", "H", "H", "H", "H", "H", "H", "O", "N", "O", "C", "C", "C", "N", "O", "O", "C", "N", "N", "N", "N", "C", "H", "H"],
  "xyz": [[9.42, -0.63, 8.95], [9.24, -2.07, 8.61], [8.46, -2.26, 7.54], [7.99, -0.99, 6.93], [6.22, -1.53, 4.53], [8.17, -3.49, 7.07], [7.26, -3.57, 5.90], [8.69, -4.61, 7.70], [9.50, -4.46, 8.82], [9.77, -3.17, 9.27], [10.05, -0.53, 9.84], [9.91, -0.08, 8.12], [8.46, -0.12, 9.16], [6.87, -0.71, 7.19], [8.62, -0.61, 6.01], [7.07, -4.62, 5.63], [6.30, -3.07, 6.12], [7.71, -3.06, 5.03], [8.45, -5.60, 7.30], [9.92, -5.32, 9.35], [10.39, -2.96, 10.13], [5.90, -2.68, -0.81], [5.19, -3.03, 0.16], [4.45, -4.04, 0.14], [5.19, -2.26, 1.41], [4.41, -2.68, 2.50], [4.42, -1.98, 3.69], [3.87, -2.49, 4.91], [3.00, -3.36, 4.95], [4.38, -1.99, 5.96], [5.47, -0.97, 4.01], [6.08, -0.50, 2.77], [7.01, 0.48, 2.77], [7.54, 0.47, 1.57], [7.03, -0.51, 0.79], [6.09, -1.14, 1.56], [3.83, -3.60, 2.43], [5.17, -0.12, 4.64]]
}


No. 5
{
  "formula": "C3H3ClN2OS",
  "method": "ωB97M-V/def2-TZVPD",
  "molar_mass_g_mol": 150.59,
  "charge": 0,
  "de_lowest_ev": 2.5931,
  "lumo_energy_ev": -0.10,
  "e_homo_ha": -0.33656,
  "smiles": "O/N=C1/SN=C[C@H]1Cl",
  "orbital_gap_ha": 0.3327,
  "energy_ha": -1159.1450,
  "symbols": ["C", "C", "C", "H", "H", "H", "N", "N", "O", "S", "Cl"],
  "xyz": [[0.04, 0.79, -0.26], [-1.54, -0.81, 0.53], [-0.06, -0.68, 0.11], [2.96, 1.40, 0.13], [-1.85, -1.75, 1.08], [0.83, -0.95, 0.81], [1.13, 1.48, -0.35], [-2.40, 0.07, 0.23], [2.21, 0.72, -0.04], [-1.67, 1.31, -0.81], [0.35, -1.58, -1.43]]
}


No. 6
{
  "formula": "C4H10O2",
  "method": "ωB97M-V/def2-TZVPD",
  "molar_mass_g_mol": 90.12,
  "charge": 0,
  "de_lowest_ev": 1.3895,
  "lumo_energy_ev": 0.78,
  "e_homo_ha": -0.32638,
  "smiles": "C/C=C(/C)O.O",
  "orbital_gap_ha": 0.3550,
  "energy_ha": -308.8471,
  "symbols": ["C", "C", "C", "O", "C", "H", "H", "H", "H", "H", "H", "H", "H", "H", "H", "O"],
  "xyz": [[0.59, -1.85, -0.78], [-0.39, -1.38, 0.20], [-0.08, -0.81, 1.38], [1.25, -0.80, 1.78], [-1.01, -0.22, 2.41], [1.55, -2.16, -0.39], [0.23, -2.65, -1.43], [0.80, -1.06, -1.51], [-1.42, -1.18, -0.09], [1.43, -1.49, 2.42], [-1.23, -0.82, 3.30], [-0.51, 0.65, 2.82], [-1.94, -0.03, 1.88], [0.21, 5.33, -3.74], [0.56, 3.89, -3.95], [-0.02, 4.57, -4.30]]
}


No. 7
{
  "formula": "C6H10O",
  "method": "ωB97M-V/def2-TZVPD",
  "molar_mass_g_mol": 98.14,
  "charge": -1,
  "de_lowest_ev": 3.5859,
  "spin_multiplicity": 2,
  "s_squared": 0.76,
  "lumo_energy_ev": [4.19, 4.18],
  "e_homo_ha": [0.00412, -0.10453],
  "orbital_gap_ha": [0.1499, 0.2582],
  "energy_ha": -309.6564,
  "symbols": ["O", "C", "C", "C", "C", "C", "C", "H", "H", "H", "H", "H", "H", "H", "H", "H", "H"],
  "xyz": [[-1.44, -1.26, -0.46], [-1.99, -0.28, 0.31], [-1.34, 1.10, 0.54], [-0.31, 1.37, -0.66], [0.66, 0.23, -0.65], [1.46, -0.11, 0.45], [2.74, -0.93, 0.38], [-2.95, -0.36, 0.86], [-1.95, 1.98, 0.78], [-1.20, 0.20, 1.19], [-0.99, 1.29, -1.57], [0.33, 2.32, -0.61], [0.73, -0.31, -1.60], [0.99, 0.09, 1.42], [3.62, -0.20, 0.41], [2.59, -1.55, -0.55], [2.97, -1.64, 1.16]]
}


No. 8
{
  "formula": "C7H8KO7",
  "method": "ωB97M-V/def2-TZVPD",
  "molar_mass_g_mol": 243.23,
  "charge": 0,
  "de_lowest_ev": 0.0000,
  "spin_multiplicity": 2,
  "s_squared": 0.75,
  "lumo_energy_ev": [-0.12, -0.12],
  "e_homo_ha": [-0.25424, -0.26478],
  "orbital_gap_ha": [0.2497, 0.2602],
  "energy_ha": -1398.0881,
  "symbols": ["O", "C", "O", "K", "O", "O", "C", "C", "O", "C", "H", "H", "H", "H", "O", "C", "C", "O", "C", "H", "H", "H", "H"],
  "xyz": [[-2.55, -0.58, 1.14], [-2.87, -0.57, 2.29], [-3.47, -0.90, 3.23], [2.76, 0.22, 3.11], [1.22, 0.97, 0.92], [1.00, -0.86, -0.40], [2.35, -1.32, -0.21], [2.49, -2.23, 1.01], [2.36, -1.59, 2.21], [0.58, 0.27, 0.13], [2.59, -1.86, -1.13], [3.01, -0.44, -0.12], [3.49, -2.71, 0.88], [1.75, -3.05, 0.88], [-1.07, 0.23, -1.58], [-1.96, 1.18, -2.17], [-1.66, 2.45, -1.39], [-1.11, 1.93, -0.16], [-0.73, 0.67, -0.37], [-1.73, 1.26, -3.24], [-3.00, 0.83, -2.03], [-2.55, 3.04, -1.15], [-0.90, 3.08, -1.87]]
}


No. 9
{
  "formula": "C5H8O2",
  "method": "ωB97M-V/def2-TZVPD",
  "molar_mass_g_mol": 100.12,
  "charge": 0,
  "de_lowest_ev": 2.6269,
  "lumo_energy_ev": 0.88,
  "e_homo_ha": -0.31057,
  "smiles": "CC(O)=C=O.C=C",
  "orbital_gap_ha": 0.3431,
  "energy_ha": -345.7084,
  "symbols": ["C", "C", "O", "C", "C", "C", "O", "H", "H", "H", "H", "H", "H", "H", "H"],
  "xyz": [[-2.12, -0.21, -1.27], [-1.13, -0.61, -0.22], [-1.17, 0.04, 1.01], [1.75, 1.12, 1.34], [2.16, 0.37, 0.32], [-0.25, -1.58, -0.40], [0.53, -2.43, -0.57], [-3.13, -0.20, -0.83], [-1.91, 0.79, -1.67], [-2.13, -0.92, -2.10], [-0.47, 0.71, 1.01], [1.57, 2.19, 1.23], [1.61, 0.70, 2.34], [2.32, 0.79, -0.67], [2.36, -0.69, 0.44]]
}


No. 10
{
  "formula": "C25H31N3OP2V",
  "method": "ωB97M-V/def2-TZVPD",
  "molar_mass_g_mol": 502.43,
  "charge": 1,
  "de_lowest_ev": 0.6145,
  "spin_multiplicity": 3,
  "s_squared": 2.18,
  "lumo_energy_ev": [-3.30, -3.36],
  "e_homo_ha": [-0.33772, -0.33992],
  "orbital_gap_ha": [0.2165, 0.2165],
  "energy_ha": -2837.1880,
  "symbols": ["C", "C", "C", "C", "C", "C", "C", "C", "C", "C", "C", "C", "C", "H", "H", "H", "H", "H", "H", "H", "N", "V", "C", "H", "H", "C", "H", "H", "P", "P", "C", "H", "H", "H", "C", "H", "H", "H", "C", "H", "H", "H", "C", "H", "H", "H", "H", "H", "N", "C", "O", "C", "C", "C", "C", "N", "C", "H", "H", "H", "H", "H", "H"],
  "xyz": [[-1.36, 3.67, -2.06], [-1.24, 2.29, -1.89], [0.04, 1.76, -1.54], [1.16, 2.61, -1.48], [1.00, 3.99, -1.63], [-0.26, 4.52, -1.90], [2.52, 2.07, -1.26], [2.61, 0.59, -1.25], [1.47, -0.22, -1.38], [1.59, -1.63, -1.54], [2.86, -2.20, -1.37], [3.97, -1.40, -1.09], [3.86, -0.02, -1.07], [-2.34, 4.08, -2.32], [1.87, 4.64, -1.54], [-0.39, 5.59, -2.00], [3.20, 2.46, -2.03], [2.96, -3.28, -1.44], [4.94, -1.87, -0.91], [4.74, 0.61, -0.90], [0.19, 0.38, -1.24], [-0.95, -0.41, -0.11], [-2.45, 1.39, -2.12], [-2.27, 0.69, -2.95], [-3.32, 2.01, -2.37], [0.41, -2.51, -1.92], [-0.04, -2.19, -2.88], [0.75, -3.55, -2.04], [-2.99, 0.36, -0.65], [-1.00, -2.58, -0.69], [-0.33, -3.67, 0.61], [-0.83, -3.44, 1.56], [-0.53, -4.72, 0.35], [0.75, -3.52, 0.73], [-2.27, -3.59, -1.49], [-2.13, -4.64, -1.22], [-3.26, -3.26, -1.15], [-2.22, -3.48, -2.59], [-3.71, 1.61, 0.46], [-4.75, 1.82, 0.18], [-3.67, 1.23, 1.49], [-3.12, 2.54, 0.41], [-4.43, -0.57, -1.26], [-4.84, -1.15, -0.42], [-5.20, 0.12, -1.63], [-4.14, -1.27, -2.05], [3.06, 2.57, -0.18], [3.53, 2.97, 0.44], [3.46, 0.03, 4.67], [2.95, -0.19, 3.42], [3.67, -0.41, 2.45], [1.45, -0.16, 3.32], [0.56, -0.01, 4.40], [-0.81, 0.02, 4.14], [-1.28, -0.09, 2.83], [-0.42, -0.24, 1.79], [0.93, -0.33, 2.03], [4.47, 0.08, 4.75], [2.91, 0.33, 5.45], [0.93, 0.06, 5.42], [-1.53, 0.14, 4.95], [-2.34, -0.08, 2.58], [1.56, -0.56, 1.16]]
}


No. 11
{
  "formula": "C3H4ClIO",
  "method": "ωB97M-V/def2-TZVPD",
  "molar_mass_g_mol": 218.42,
  "charge": 0,
  "de_lowest_ev": 2.6053,
  "lumo_energy_ev": 0.27,
  "e_homo_ha": -0.34325,
  "smiles": "C#CI.OCCl",
  "orbital_gap_ha": 0.3533,
  "energy_ha": -949.7184,
  "symbols": ["C", "C", "C", "O", "Cl", "I", "H", "H", "H", "H"],
  "xyz": [[1.47, -2.28, 1.23], [2.01, -1.44, 0.53], [-1.33, 1.36, -0.36], [-0.59, 0.66, -1.28], [-0.74, 1.02, 1.33], [2.81, 0.28, -0.29], [1.01, -3.07, 1.75], [-1.12, -0.06, -1.69], [-1.08, 2.49, -0.63], [-2.43, 1.03, -0.58]]
}


No. 12
{
  "formula": "C5H7P",
  "method": "ωB97M-V/def2-TZVPD",
  "molar_mass_g_mol": 98.08,
  "charge": 0,
  "de_lowest_ev": 6.5349,
  "lumo_energy_ev": 0.34,
  "e_homo_ha": -0.28692,
  "orbital_gap_ha": 0.2995,
  "energy_ha": -535.7744,
  "symbols": ["C", "C", "C", "C", "C", "P", "H", "H", "H", "H", "H", "H", "H"],
  "xyz": [[-0.28, -0.98, -0.45], [0.69, -1.31, 0.39], [-1.71, -0.71, -0.10], [-1.20, 0.81, 0.18], [0.15, 0.44, -0.52], [1.94, 0.22, -0.06], [-2.36, -0.74, -0.94], [-2.09, -1.35, 0.71], [-1.71, 1.65, -0.25], [-1.27, 1.08, 1.19], [2.54, -0.60, -1.04], [2.71, 0.00, 1.25], [2.57, 1.50, -0.37]]
}


No. 13
{
  "formula": "C6H6",
  "method": "ωB97M-V/def2-TZVPD",
  "molar_mass_g_mol": 78.11,
  "charge": 0,
  "de_lowest_ev": 5.7966,
  "lumo_energy_ev": 0.74,
  "e_homo_ha": -0.38638,
  "orbital_gap_ha": 0.4137,
  "energy_ha": -232.0133,
  "symbols": ["C", "C", "C", "C", "C", "C", "H", "H", "H", "H", "H", "H"],
  "xyz": [[-0.50, 1.28, -0.80], [0.26, 0.46, 0.26], [-0.59, -0.53, 0.94], [-1.16, -1.48, 1.41], [1.36, -0.35, -0.34], [2.30, -1.02, -0.86], [-0.92, 0.62, -1.57], [-1.31, 1.84, -0.33], [0.18, 1.99, -1.28], [0.69, 1.14, 1.00], [-1.63, -2.35, 1.82], [1.32, -1.60, -0.26]]
}


No. 14
{
  "formula": "C7H10NO",
  "method": "ωB97M-V/def2-TZVPD",
  "molar_mass_g_mol": 124.16,
  "charge": 1,
  "de_lowest_ev": 0.0000,
  "lumo_energy_ev": -4.73,
  "e_homo_ha": -0.51546,
  "smiles": "C[N+]1=C[C@@H]2C[C@H]1CC2=O",
  "orbital_gap_ha": 0.3416,
  "energy_ha": -402.4593,
  "symbols": ["C", "C", "C", "C", "C", "C", "C", "N", "O", "H", "H", "H", "H", "H", "H", "H", "H", "H", "H"],
  "xyz": [[-0.40, -1.20, -0.96], [0.84, -0.42, -0.98], [-0.29, -1.68, 0.54], [-1.45, -0.09, -0.83], [-0.65, -0.48, 1.37], [-0.69, 0.62, 0.30], [1.62, 1.63, 0.10], [0.67, 0.62, -0.25], [0.02, -2.78, 0.86], [-0.53, -1.99, -1.68], [1.79, -0.70, -1.41], [-1.54, 0.51, -1.73], [-2.43, -0.44, -0.53], [-1.61, -0.63, 1.85], [0.09, -0.30, 2.16], [-1.03, 1.60, 0.62], [2.63, 1.31, -0.15], [1.40, 2.56, -0.44], [1.57, 1.85, 1.17]]
}